Arrangement 1

{
  "formula": "C2H3ClO2",
  "method": "the ωB97M-V functional and the def2-TZVPD basis",
  "orbital_gap_ev": [8.51, 8.51],
  "spin_multiplicity": 1,
  "elements": ["Cl", "O", "O", "C", "C", "H", "H", "H"],
  "positions_angstrom": [[3.162, -0.101, -0.585], [-0.803, -0.483, 0.867], [-0.914, 0.815, -0.651], [0.055, 0.438, 0.330], [-1.698, -0.158, -0.083], [2.534, -1.218, -0.718], [0.328, 1.167, 1.053], [-2.664, -0.459, -0.213]]
}



Arrangement 2

{
  "formula": "C2H3ClO2",
  "method": "the ωB97M-V functional and the def2-TZVPD basis",
  "orbital_gap_ev": [8.49, 8.49],
  "spin_multiplicity": 1,
  "elements": ["Cl", "O", "O", "C", "C", "H", "H", "H"],
  "positions_angstrom": [[1.551, 1.653, 0.068], [2.365, -1.362, -0.281], [1.129, -0.933, 0.401], [-0.984, 0.174, -0.371], [0.639, 0.252, -0.008], [1.997, -2.138, -0.771], [-1.472, 1.077, -0.335], [-1.230, -0.956, -0.336]]
}



arrangement 1 ends up most stable, edging out the next structure by 146.4 kJ/mol.



Arrangement 1

{
  "formula": "CH2FNO",
  "method": "the ωB97M-V functional and the def2-TZVPD basis",
  "orbital_gap_ev": [9.46, 9.46],
  "spin_multiplicity": 1,
  "elements": ["F", "O", "N", "C", "H", "H"],
  "positions_angstrom": [[-0.505, -1.185, 1.416], [1.647, 0.612, 0.279], [-0.785, -0.812, 0.117], [0.706, 0.551, -0.470], [0.435, 0.986, -1.384], [-1.498, -0.152, 0.042]]
}



Arrangement 2

{
  "formula": "CH2FNO",
  "method": "the ωB97M-V functional and the def2-TZVPD basis",
  "orbital_gap_ev": [9.30, 9.30],
  "spin_multiplicity": 1,
  "elements": ["F", "O", "N", "C", "H", "H"],
  "positions_angstrom": [[0.010, -0.206, 1.574], [0.788, 0.155, -0.578], [-0.367, -0.498, -1.223], [0.073, 0.516, 0.448], [-0.308, -1.486, -0.676], [-0.195, 1.519, 0.456]]
}



Arrangement 3

{
  "formula": "CH2FNO",
  "method": "the ωB97M-V functional and the def2-TZVPD basis",
  "orbital_gap_ev": [8.81, 9.49],
  "spin_multiplicity": 1,
  "elements": ["F", "O", "N", "C", "H", "H"],
  "positions_angstrom": [[1.560, -1.350, 0.118], [0.660, 1.674, -0.060], [-0.012, -0.574, -0.043], [0.130, 0.653, 0.017], [-0.553, -1.217, 0.504], [-1.783, 0.814, -0.535]]
}



arrangement 1 ends up most stable, edging out the next structure by 13.5 kJ/mol.



Arrangement 1

{
  "formula": "CH2N2S3",
  "method": "the ωB97M-V functional and the def2-TZVPD basis",
  "orbital_gap_ev": 7.54,
  "spin_multiplicity": 1,
  "elements": ["S", "S", "S", "N", "N", "C", "H", "H"],
  "positions_angstrom": [[-0.839, 1.691, -1.624], [-1.837, -0.067, -0.918], [-1.250, -0.509, 0.989], [0.362, 1.800, -0.795], [1.344, -0.556, 0.162], [0.473, -0.918, 0.989], [0.780, -1.413, 1.819], [0.966, -0.029, -0.620]]
}



Arrangement 2

{
  "formula": "CH2N2S3",
  "method": "the ωB97M-V functional and the def2-TZVPD basis",
  "orbital_gap_ev": [7.14, 6.69],
  "spin_multiplicity": 1,
  "elements": ["S", "S", "S", "N", "N", "C", "H", "H"],
  "positions_angstrom": [[-1.229, 1.344, -2.854], [0.712, 2.440, -0.803], [-2.238, 0.875, -1.212], [0.066, -0.037, 0.087], [0.835, 0.905, -0.396], [-1.231, -0.060, -0.174], [1.723, 0.604, -0.322], [-1.778, -0.722, 0.340]]
}



arrangement 1 ends up most stable, edging out the next structure by 16.8 kJ/mol.



Arrangement 1

{
  "formula": "C2H7NO2S2",
  "method": "the ωB97M-V functional and the def2-TZVPD basis",
  "orbital_gap_ev": 8.94,
  "spin_multiplicity": 1,
  "elements": ["S", "S", "O", "O", "N", "C", "C", "H", "H", "H", "H", "H", "H", "H"],
  "positions_angstrom": [[-1.464, 1.216, -0.116], [0.787, 0.851, 0.474], [1.328, 0.228, -0.692], [0.396, -0.378, 1.502], [1.591, 1.839, 1.262], [-1.391, 0.504, -1.782], [0.339, -1.661, 0.843], [-0.666, -1.966, 0.811], [0.881, -2.201, 1.687], [0.951, -1.528, -0.074], [1.162, 1.964, 2.255], [-0.306, 0.013, -1.680], [-1.401, 1.347, -2.497], [-2.209, -0.227, -1.992]]
}



Arrangement 2

{
  "formula": "C2H7NO2S2",
  "method": "the ωB97M-V functional and the def2-TZVPD basis",
  "orbital_gap_ev": 6.46,
  "spin_multiplicity": 1,
  "elements": ["S", "S", "O", "O", "N", "C", "C", "H", "H", "H", "H", "H", "H", "H"],
  "positions_angstrom": [[-1.246, -0.738, -0.009], [1.435, 0.540, -0.586], [-2.407, 0.394, 0.294], [-1.428, -1.399, -1.307], [-1.087, -1.622, 1.170], [1.962, -1.072, -1.262], [-2.347, 1.584, -0.478], [2.481, -1.722, -0.446], [-1.649, 2.344, 0.035], [-3.435, 2.060, -0.224], [2.743, -0.826, -1.986], [1.057, -1.541, -1.567], [-2.319, 1.367, -1.579], [-0.902, -1.486, 2.106]]
}



arrangement 1 ends up most stable, edging out the next structure by 153.3 kJ/mol.



Arrangement 1

{
  "formula": "C7H13NO2",
  "method": "the ωB97M-V functional and the def2-TZVPD basis",
  "orbital_gap_ev": 8.30,
  "spin_multiplicity": 1,
  "elements": ["O", "O", "N", "C", "C", "C", "C", "C", "C", "C", "H", "H", "H", "H", "H", "H", "H", "H", "H", "H", "H", "H", "H"],
  "positions_angstrom": [[-1.336, 1.286, 0.914], [-2.190, -0.556, -0.394], [1.859, 1.378, -0.547], [0.593, 1.458, -0.523], [-1.041, -1.207, -0.553], [0.049, -1.030, 0.786], [1.428, -1.535, 0.450], [-0.300, 1.976, -1.616], [-0.523, -1.359, 1.962], [-0.082, 1.025, 0.766], [-0.756, 2.912, -1.286], [-0.001, -1.934, 2.717], [-1.125, 1.292, -1.819], [1.487, -2.620, 0.562], [-0.400, -0.838, -1.370], [0.580, 1.174, 1.621], [-1.961, 0.420, 0.207], [2.247, 1.662, -1.448], [-1.515, -1.003, 2.211], [0.264, 2.150, -2.532], [-1.160, -2.293, -0.611], [2.180, -1.059, 1.077], [1.703, -1.298, -0.578]]
}



Arrangement 2

{
  "formula": "C7H13NO2",
  "method": "the ωB97M-V functional and the def2-TZVPD basis",
  "orbital_gap_ev": 9.86,
  "spin_multiplicity": 1,
  "elements": ["O", "O", "N", "C", "C", "C", "C", "C", "C", "C", "H", "H", "H", "H", "H", "H", "H", "H", "H", "H", "H", "H", "H"],
  "positions_angstrom": [[-2.912, 0.671, -0.757], [-1.933, -0.639, 0.934], [0.202, 1.421, 0.698], [-2.119, 0.002, -0.191], [0.434, 0.031, 0.342], [-0.046, 2.378, -0.364], [0.961, -0.656, 1.610], [-0.743, -2.052, -0.767], [-0.855, -0.699, -0.105], [1.483, -0.055, -0.769], [1.843, -1.073, -0.875], [0.869, 2.522, -0.937], [-0.305, 3.328, 0.100], [-1.730, -2.504, -0.851], [1.261, -1.680, 1.405], [-0.529, 1.472, 1.399], [0.192, -0.663, 2.378], [2.322, 0.582, -0.503], [1.076, 0.275, -1.721], [-0.329, -1.940, -1.766], [-0.107, -2.718, -0.189], [1.819, -0.103, 1.981], [-0.853, 2.101, -1.053]]
}



arrangement 2 ends up most stable, edging out the next structure by 273.0 kJ/mol.



Arrangement 1

{
  "formula": "C7H13NO2",
  "method": "the ωB97M-V functional and the def2-TZVPD basis",
  "orbital_gap_ev": [8.59, 8.59],
  "spin_multiplicity": 1,
  "elements": ["O", "O", "N", "C", "C", "C", "C", "C", "C", "C", "H", "H", "H", "H", "H", "H", "H", "H", "H", "H", "H", "H", "H"],
  "positions_angstrom": [[1.281, -2.126, 0.555], [1.802, 1.558, -0.836], [-1.282, -1.604, -0.260], [1.326, -0.130, 1.820], [-0.538, -0.585, 0.039], [-2.586, 0.911, -0.080], [0.345, 0.035, -1.907], [-1.220, 0.681, 0.554], [1.570, 0.326, -1.357], [0.807, -0.869, 0.831], [2.630, 1.562, -0.341], [-0.995, -2.471, 0.189], [2.386, -0.388, -1.343], [-2.998, 1.864, 0.251], [0.958, 0.854, 2.048], [-2.525, 0.921, -1.166], [2.189, -0.462, 2.380], [-0.302, 0.856, -2.177], [0.271, -0.848, -2.521], [-3.267, 0.111, 0.203], [-0.555, 1.528, 0.361], [-1.339, 0.594, 1.635], [2.039, -2.318, 1.121]]
}



Arrangement 2

{
  "formula": "C7H13NO2",
  "method": "the ωB97M-V functional and the def2-TZVPD basis",
  "orbital_gap_ev": 10.10,
  "spin_multiplicity": 1,
  "elements": ["O", "O", "N", "C", "C", "C", "C", "C", "C", "C", "H", "H", "H", "H", "H", "H", "H", "H", "H", "H", "H", "H", "H"],
  "positions_angstrom": [[1.876, -2.357, -0.292], [-0.084, 0.023, -1.584], [1.479, -0.511, 1.206], [-0.865, -1.534, 1.513], [1.320, -1.447, 0.242], [-0.405, 0.428, -0.211], [1.151, 0.372, -2.162], [-1.927, 0.547, -0.192], [0.102, -0.724, 0.678], [0.231, 1.755, 0.195], [-2.292, 0.749, 0.811], [-2.213, 1.367, -0.847], [-0.070, 2.534, -0.503], [1.767, -0.645, 2.161], [-1.658, -1.945, 0.895], [1.993, 0.023, -1.558], [1.245, 1.450, -2.330], [-0.336, -2.372, 1.967], [1.180, -0.140, -3.123], [1.315, 1.691, 0.215], [-0.112, 2.020, 1.192], [-1.316, -0.922, 2.293], [-2.383, -0.363, -0.568]]
}



arrangement 2 ends up most stable, edging out the next structure by 160.2 kJ/mol.



Arrangement 1

{
  "formula": "C4H6BrNS",
  "method": "the ωB97M-V functional and the def2-TZVPD basis",
  "orbital_gap_ev": 9.65,
  "spin_multiplicity": 1,
  "elements": ["Br", "S", "N", "C", "C", "C", "C", "H", "H", "H", "H", "H", "H"],
  "positions_angstrom": [[-1.317, -2.198, -1.567], [1.290, -1.202, 0.142], [-1.206, -0.136, 0.203], [-0.189, 0.245, -2.018], [0.553, -0.725, 1.706], [-0.802, -0.161, 1.371], [-0.356, -0.617, -0.819], [0.535, -0.005, -2.767], [0.229, -1.575, 2.407], [0.110, 1.227, -1.931], [-1.530, 0.414, 2.060], [1.345, -0.099, 2.138], [-1.258, 0.346, -2.585]]
}



Arrangement 2

{
  "formula": "C4H6BrNS",
  "method": "the ωB97M-V functional and the def2-TZVPD basis",
  "orbital_gap_ev": 9.30,
  "spin_multiplicity": 1,
  "elements": ["Br", "S", "N", "C", "C", "C", "C", "H", "H", "H", "H", "H", "H"],
  "positions_angstrom": [[-1.514, 2.092, -1.646], [-1.438, -0.822, -1.650], [-0.068, 0.374, 0.363], [-0.878, 0.519, -0.683], [1.882, 1.421, 1.384], [0.641, 1.431, 0.989], [-0.905, -2.346, -0.844], [-1.536, -2.563, 0.053], [0.134, -2.296, -0.562], [2.189, 2.429, 1.809], [-0.948, -3.107, -1.608], [2.380, 0.530, 1.433], [0.061, 2.337, 0.963]]
}



arrangement 1 ends up most stable, edging out the next structure by 20.2 kJ/mol.